No. 1
DFT (the ωB97M-V functional and the def2-TZVPD basis) results for C28H26CaCl2N6O3 as an isolated structure in a non-equilibrium geometry.

Its relative energy (zero: lowest compared OMol25 entry of this formula, charge and spin) is 0.0 kcal per mole. The HOMO-LUMO gap comes out at 6.617 eV. As for the charge: 0.

Atoms and positions in Å:
Ca -0.959 -0.133 0.294
Cl 0.426 4.379 5.600
Cl 1.684 1.618 6.628
O -1.129 -1.474 -1.752
O -1.585 4.092 1.092
O 1.559 -1.939 3.136
N -1.185 -2.623 0.959
N -0.091 -0.529 2.273
N -2.182 1.377 -1.139
N -1.060 1.821 1.331
N -1.586 -2.878 -3.468
N 0.073 -3.395 -1.950
C 0.763 0.653 -3.680
C -1.351 -4.973 0.547
C 1.769 1.936 -0.225
C 0.132 0.626 3.074
C 0.518 -4.098 1.757
C 0.324 2.925 4.651
C 3.234 -1.569 0.121
C -1.544 2.916 0.724
C -1.816 -3.680 0.429
C 1.310 0.703 -2.272
C -2.101 2.643 -0.686
C -0.318 2.981 3.421
C -0.429 1.852 2.610
C -0.876 -2.525 -2.362
C -2.498 3.724 -1.455
C -3.104 2.194 -3.192
C 0.770 0.596 4.310
C 1.808 3.246 0.522
C -3.003 3.497 -2.723
C 2.457 -0.391 -0.421
C -2.683 1.172 -2.371
C -0.146 -5.180 1.204
C 1.240 1.867 -1.521
C -0.050 -2.840 1.646
C 2.333 0.788 0.326
C 0.869 1.734 5.096
C 1.943 -0.410 -1.713
C 0.575 -1.673 2.438
H 2.060 -1.301 -2.319
H 1.915 3.091 1.596
H -3.320 4.328 -3.343
H 1.560 0.802 -4.412
H 2.729 0.824 1.337
H 2.987 -2.496 -0.409
H 0.261 -6.180 1.300
H 2.666 3.832 0.178
H -2.718 0.141 -2.700
H -2.403 4.711 -1.023
H -1.524 -3.795 -3.870
H 1.439 -4.191 2.316
H 0.299 -0.314 -3.894
H 0.791 2.755 -1.960
H 1.206 -0.326 4.659
H 0.322 -4.215 -2.469
H -0.738 3.914 3.087
H 0.012 1.431 -3.841
H 4.305 -1.403 -0.028
H -2.372 -2.305 -3.714
H -3.497 1.972 -4.177
H 3.069 -1.722 1.187
H 0.910 3.844 0.359
H -2.732 -3.472 -0.114
H 0.602 -3.160 -1.129
H -1.917 -5.795 0.125

Atomic partial charges in e from the Löwdin method, atoms 1 to 4: atom 1 (Ca): 1.414, atom 2 (Cl): 0.647, atom 3 (Cl): 0.645, atom 4 (O): -0.106



No. 2
DFT (the ωB97M-V functional and the def2-TZVPD basis) results for C28H26Cl3N10OPdS2 as an isolated structure in a non-equilibrium geometry.

As for the spin multiplicity: 3. The HOMO-LUMO gap (spin up / spin down) comes out at 3.809 / 6.622 eV. As for the charge: +1.

Atoms and positions in Å:
Pd 1.133 -1.163 -2.131
Cl -1.484 6.343 0.306
Cl -4.454 3.076 4.501
Cl -0.100 3.354 4.520
S -1.235 -1.163 -2.131
S -5.934 2.107 2.158
O -1.866 0.870 4.121
N 3.713 -3.343 -2.183
N -1.317 -3.290 -3.784
N 1.133 -1.163 -0.138
N 0.598 -0.555 1.917
N 3.120 -1.116 -2.131
N 7.016 -0.122 -1.920
N 1.181 0.847 -2.131
N 5.377 -1.743 -2.044
N -1.316 -3.694 -1.456
N 4.805 0.534 -2.013
C 1.837 3.557 -2.086
C 5.678 -0.458 -1.983
C -1.293 -2.797 -2.502
C -1.757 2.412 0.959
C 0.991 -0.143 0.677
C -1.388 -5.569 -2.853
C 2.837 2.585 -2.066
C -4.152 0.602 3.266
C -5.676 0.558 1.481
C 4.085 -2.014 -2.128
C 0.535 -1.920 1.905
C -4.705 -0.143 2.164
C 3.523 0.156 -2.077
C 0.872 -2.275 0.620
C -1.231 2.257 2.258
C 2.491 1.229 -2.091
C 0.508 3.163 -2.130
C -3.066 0.091 4.163
C -1.194 0.857 2.854
C -1.835 3.670 0.359
C -0.862 4.669 2.328
C -1.362 -4.572 -3.937
C 0.236 0.313 3.026
C -1.389 4.793 1.047
C 0.232 1.808 -2.150
C -4.764 1.833 3.352
C -0.782 3.410 2.932
C -1.363 -5.049 -1.626
H -4.398 -1.145 1.884
H -0.791 1.445 -2.184
H 2.099 4.611 -2.067
H -1.297 -3.294 -0.525
H -1.732 0.180 2.178
H 3.879 2.890 -2.031
H -1.382 -4.987 -4.958
H 1.133 -2.855 -2.131
H 0.937 -3.271 0.199
H -3.422 0.106 5.199
H -1.425 -6.624 -3.077
H -0.516 5.553 2.858
H -0.294 3.892 -2.147
H 1.140 0.897 0.415
H -2.818 -0.952 3.933
H 4.413 -3.921 -1.741
H 7.167 0.801 -2.300
H 2.759 -3.441 -1.861
H -1.378 -5.658 -0.729
H -2.121 1.550 0.401
H 1.003 1.093 3.074
H 0.319 -0.288 3.940
H -6.245 0.236 0.619
H 7.577 -0.873 -2.300
H 0.262 -2.506 2.771
H -2.249 3.766 -0.643

Atomic partial charges in e from the Löwdin method, atoms 1 to 4: atom 1 (Pd): 0.883, atom 2 (Cl): 0.709, atom 3 (Cl): 0.683, atom 4 (Cl): 0.760